Molecular formula: C28H27ClN2O5S
Method: DFT, ωB97M-V with the def2-TZVPD basis set

Bonds (Å) are listed after each position.
Geometry (Å):
1 C 1.01 3.29 4.51  O2 1.459, H27 1.094, H28 1.109, H29 1.105
2 O 1.37 2.00 3.93  C1 1.459, C3 1.356
3 C 2.50 1.98 3.18  O2 1.356, C4 1.405, C10 1.395
4 C 3.24 3.11 2.81  C3 1.405, C5 1.390, H30 1.089
5 C 4.35 2.95 2.00  C4 1.390, C6 1.391, H31 1.086
6 C 4.82 1.70 1.63  C5 1.391, C7 1.412, H32 1.090
7 C 4.06 0.56 1.99  C6 1.412, O8 1.357, C10 1.387
8 O 4.27 -0.69 1.50  C7 1.357, C9 1.455
9 C 5.18 -0.78 0.38  O8 1.455, H33 1.092, H34 1.105, H35 1.104
10 C 2.90 0.71 2.74  C3 1.395, C7 1.387, N11 1.430
11 N 2.06 -0.42 2.95  C10 1.430, C12 1.366, C26 1.384
12 C 0.75 -0.54 2.60  N11 1.366, C13 1.457, N23 1.351
13 C 0.17 0.16 1.47  C12 1.457, C14 1.467, O22 1.241
14 C -1.30 0.26 1.45  C13 1.467, C15 1.375, H36 1.092
15 C -2.15 0.60 0.43  C14 1.375, C16 1.468, H37 1.090
16 C -3.59 0.43 0.64  C15 1.468, C17 1.423, C21 1.430
17 C -4.56 0.68 -0.37  C16 1.423, C18 1.398, H38 1.099
18 C -5.92 0.56 -0.09  C17 1.398, C19 1.412, H39 1.099
19 C -6.37 0.16 1.18  C18 1.412, C20 1.401, H40 1.102
20 C -5.42 -0.19 2.16  C19 1.401, C21 1.390, H41 1.095
21 C -4.07 -0.06 1.90  C16 1.430, C20 1.390, H42 1.097
22 O 0.89 0.65 0.58  C13 1.241
23 N 0.30 -1.68 3.18  C12 1.351, C24 1.448, C25 1.382
24 C -1.05 -2.22 3.14  N23 1.448, H43 1.090, H44 1.094, H45 1.091
25 C 1.32 -2.26 3.91  N23 1.382, C26 1.340, H46 1.073
26 C 2.42 -1.52 3.72  N11 1.384, C25 1.340, H47 1.070
27 H 0.08 3.10 5.05  C1 1.094
28 H 1.80 3.68 5.19  C1 1.109
29 H 0.84 4.04 3.72  C1 1.105
30 H 2.92 4.10 3.14  C4 1.089
31 H 4.87 3.84 1.62  C5 1.086
32 H 5.69 1.59 0.99  C6 1.090
33 H 5.08 -1.82 0.04  C9 1.092
34 H 4.91 -0.07 -0.42  C9 1.105
35 H 6.22 -0.57 0.70  C9 1.104
36 H -1.71 0.20 2.46  C14 1.092
37 H -1.78 1.14 -0.45  C15 1.090
38 H -4.21 0.93 -1.38  C17 1.099
39 H -6.67 0.78 -0.87  C18 1.099
40 H -7.44 -0.01 1.37  C19 1.102
41 H -5.76 -0.58 3.13  C20 1.095
42 H -3.38 -0.36 2.70  C21 1.097
43 H -0.98 -3.28 3.41  C24 1.090
44 H -1.68 -1.75 3.90  C24 1.094
45 H -1.49 -2.10 2.16  C24 1.091
46 H 1.16 -3.16 4.46  C25 1.073
47 H 3.40 -1.66 4.11  C26 1.070
48 Cl -1.58 -1.73 -1.77  C49 1.657
49 C -1.41 -0.43 -2.78  Cl48 1.657, S50 1.760, H59 1.110
50 S -0.08 -0.42 -3.94  C49 1.760, C51 1.827, O57 1.451, O58 1.448
51 C -0.42 -0.90 -5.67  S50 1.827, C52 1.398, C56 1.400
52 C -0.33 -2.26 -6.00  C51 1.398, C53 1.396, H60 1.088
53 C -0.31 -2.62 -7.35  C52 1.396, C54 1.407, H61 1.094
54 C -0.40 -1.63 -8.34  C53 1.407, C55 1.406, H62 1.099
55 C -0.57 -0.28 -7.99  C54 1.406, C56 1.397, H63 1.095
56 C -0.59 0.09 -6.64  C51 1.400, C55 1.397, H64 1.088
57 O 0.37 0.95 -4.09  S50 1.451
58 O 0.81 -1.48 -3.52  S50 1.448
59 H -2.30 0.18 -3.05  C49 1.110
60 H -0.24 -3.01 -5.23  C52 1.088
61 H -0.25 -3.68 -7.62  C53 1.094
62 H -0.40 -1.92 -9.40  C54 1.099
63 H -0.70 0.49 -8.76  C55 1.095
64 H -0.69 1.14 -6.36  C56 1.088

The HOMO energy comes out at -4.867 eV. For the LUMO energy, the calculation gives -1.60 eV. The molecular weight comes out at 539.1 u. Its total energy is -2427.0413 hartree. The value obtained for the energy above the lowest of the compared OMol25 structures with the same formula, charge and spin is 0.0000 eV. The largest force on an atom is 0.087 hartree/bohr. The multiplicity is 1.

Atom charges from the natural (NBO) analysis, given in e for atoms 1 to 5: -0.258, -0.508, 0.333, -0.321, -0.138